<P>
DFT (ωB97M-V/def2-TZVPD) results for a cluster of 2 separate species, C4H15N2O in total.

Net charge: +1
Spin multiplicity: 1
HOMO energy (eV): -14.01

XYZ file:
```
22
C4H15N2O (ωB97M-V/def2-TZVPD)
C -1.786 0.169 0.628
N -1.983 -0.981 1.570
C -0.715 -0.320 -0.404
N 0.569 -0.978 0.109
C 0.723 0.851 -2.096
C -0.486 1.004 -1.228
H -1.325 0.964 1.304
H -2.761 0.467 0.255
H -2.242 -0.716 2.565
H -2.825 -1.330 1.239
H -1.325 -1.131 -0.769
H 1.146 -0.152 0.518
H 0.253 -1.476 1.180
H 1.070 -1.458 -0.699
H 0.842 -0.113 -2.745
H 1.660 0.981 -1.407
H 1.015 1.815 -2.793
H -0.036 1.730 -0.502
H -1.331 1.418 -1.790
H 3.101 -0.505 2.411
H 3.611 0.090 1.135
O 2.825 -0.330 1.519
```

***

<Q>
DFT (ωB97M-V/def2-TZVPD) results for a cluster of 2 separate species, C4H15N2O in total.

Net charge: +1
Spin multiplicity: 1
HOMO energy (eV): -12.84

XYZ file:
```
22
C4H15N2O (ωB97M-V/def2-TZVPD)
C 1.342 1.835 0.198
N 2.042 1.031 1.190
C 1.159 0.136 1.908
O 1.881 -0.844 2.594
H 1.183 1.260 -0.720
H 1.953 2.688 -0.077
H 0.371 2.219 0.535
H 2.431 1.665 1.882
H 0.535 0.662 2.640
H 0.485 -0.344 1.176
H 2.684 -1.006 2.077
C -3.244 -0.746 -2.185
C -1.740 -0.788 -2.370
N -1.047 -0.592 -1.030
H -3.724 -0.931 -3.142
H -3.578 -1.515 -1.488
H -3.579 0.230 -1.826
H -1.423 -1.758 -2.747
H -1.374 0.010 -3.003
H -1.049 0.395 -0.763
H -0.059 -0.859 -1.078
H -1.473 -1.144 -0.285
```

***

Verdict on stability: <Q> comes out on top.

***

<P>
DFT (ωB97M-V/def2-TZVPD) results for a cluster of 2 separate species, C4H15N2O in total.

Net charge: +1
Spin multiplicity: 1
HOMO energy (eV): -12.42

XYZ file:
```
22
C4H15N2O (ωB97M-V/def2-TZVPD)
C 1.233 -0.413 -0.777
C 0.124 0.614 -0.635
C -1.098 0.174 0.170
C -1.920 -0.895 -0.582
N -2.245 -0.484 -1.921
N 1.835 -0.739 0.602
H 0.882 -1.350 -1.196
H 2.020 -0.036 -1.415
H -0.144 0.797 -1.653
H 0.495 1.564 -0.283
H -0.871 -0.148 1.190
H -1.738 1.046 0.232
H -2.809 -1.128 0.020
H -1.356 -1.821 -0.536
H -2.951 0.235 -1.947
H -2.511 -1.274 -2.484
H 1.131 -1.259 1.111
H 2.025 0.197 0.979
H 2.747 -1.188 0.521
H 1.376 2.410 2.211
H 1.954 1.437 3.334
O 1.589 1.503 2.450
```

***

<Q>
DFT (ωB97M-V/def2-TZVPD) results for a cluster of 2 separate species, C4H15N2O in total.

Net charge: +1
Spin multiplicity: 1
HOMO energy (eV): -13.42

XYZ file:
```
22
C4H15N2O (ωB97M-V/def2-TZVPD)
C -0.609 1.210 -1.420
N -1.047 2.169 -0.268
C 0.765 0.529 -0.878
N 0.596 -0.754 -0.092
C -0.110 -0.358 1.232
C 1.767 0.399 -1.928
H -0.320 1.800 -2.223
H -1.371 0.396 -1.492
H -0.388 2.995 -0.277
H -2.048 2.442 -0.380
H 1.127 1.129 -0.003
H 1.512 -1.198 -0.069
H -0.084 -1.333 -0.623
H 0.414 -0.937 2.018
H -1.143 -0.631 1.346
H -0.155 0.825 1.478
H 2.667 0.892 -1.965
H 1.290 0.578 -2.989
H 1.968 -0.646 -2.106
H -1.955 -2.507 3.825
H -1.306 -3.884 3.703
O -1.570 -3.117 3.110
```

***

Verdict on stability: <P> comes out on top.

***

<P>
DFT (ωB97M-V/def2-TZVPD) results for a cluster of 2 separate species, C4H15N2O in total.

Net charge: +1
Spin multiplicity: 1
HOMO energy (eV): -14.08

XYZ file:
```
22
C4H15N2O (ωB97M-V/def2-TZVPD)
C 0.643 1.369 -1.554
O 1.063 2.718 -1.286
C -0.698 1.209 -0.891
N -1.230 -0.247 -0.948
H 1.326 0.650 -1.181
H 0.599 1.136 -2.593
H 1.485 2.701 -0.443
H -0.577 1.478 0.169
H -1.408 1.819 -1.469
H -0.714 -0.849 -0.170
H -1.081 -0.603 -1.881
H -2.237 -0.113 -0.874
C 1.019 -2.166 0.933
N -0.363 -1.764 1.185
C -0.412 -0.857 2.347
H 1.638 -1.272 0.707
H 1.486 -2.637 1.806
H 1.089 -2.819 0.116
H -0.942 -2.579 1.401
H 0.133 -1.272 3.255
H -1.449 -0.744 2.652
H -0.018 0.110 2.120
```

***

<Q>
DFT (ωB97M-V/def2-TZVPD) results for a cluster of 2 separate species, C4H15N2O in total.

Net charge: +1
Spin multiplicity: 1
HOMO energy (eV): -13.59

XYZ file:
```
22
C4H15N2O (ωB97M-V/def2-TZVPD)
C -0.101 -0.354 1.506
N -0.350 -1.820 1.741
C 0.351 -0.456 -0.005
N 1.751 -1.225 0.000
C 1.469 0.622 -1.982
C 0.610 0.830 -0.699
H 0.372 0.310 2.340
H -1.040 0.183 1.612
H -0.352 -2.123 2.695
H -1.098 -2.192 1.251
H -0.286 -0.993 -0.600
H 2.233 -0.443 0.498
H 1.715 -1.968 0.725
H 2.017 -1.489 -0.984
H 1.809 -0.371 -2.189
H 2.197 1.475 -2.016
H 0.927 0.647 -2.875
H 1.043 1.699 0.024
H -0.268 1.427 -0.927
H -4.704 1.976 -0.679
H -4.100 2.539 0.503
O -4.194 1.725 0.059
```

***

Verdict on stability: <P> comes out on top.

***

<P>
DFT (ωB97M-V/def2-TZVPD) results for a structure of composition C21H33Cl2N4O3RhS.

Spin multiplicity: 5
HOMO energy (spin up / spin down) (eV): -6.75 / -8.06
⟨S²⟩: 6.025

XYZ file:
```
65
C21H33Cl2N4O3RhS (ωB97M-V/def2-TZVPD)
O 1.205 -1.373 -0.738
C 2.104 -2.174 -0.432
C 3.415 -2.112 -1.015
C 3.584 -1.957 -2.409
H 2.710 -1.873 -3.052
C 4.859 -1.944 -2.952
H 4.979 -1.868 -4.033
C 5.984 -2.048 -2.124
H 6.987 -2.021 -2.554
C 5.819 -2.178 -0.738
H 6.694 -2.286 -0.096
C 4.552 -2.190 -0.177
H 4.392 -2.286 0.897
H 1.806 -3.135 0.334
C 1.296 -5.159 1.317
C 1.498 -3.682 1.425
H 0.249 -5.458 1.490
H 1.904 -5.711 2.056
H 1.571 -5.525 0.317
C 1.168 -2.914 2.455
C 0.062 -3.241 3.442
H 1.650 -1.942 2.632
H 0.086 -4.284 3.793
H -0.922 -3.080 2.972
H 0.123 -2.579 4.313
Rh 0.932 0.357 -1.515
Cl 0.418 -0.656 -3.571
Cl 2.363 1.065 0.191
H 3.321 1.523 -4.079
H 2.312 2.105 -6.004
C 2.666 2.049 -3.377
C 1.343 2.076 -5.497
N 1.514 2.497 -4.120
H 3.181 2.913 -2.932
C 0.512 3.141 -3.475
O 0.431 3.244 -2.246
H 0.638 2.763 -5.979
H -0.247 3.553 -4.175
H 2.362 1.366 -2.542
H 0.943 1.053 -5.548
H -0.213 4.697 4.393
H 1.341 4.991 2.637
C -0.102 3.607 4.411
C 1.585 3.920 2.638
N 0.446 3.171 3.143
H -1.066 3.124 4.567
C -0.036 2.064 2.532
O -1.002 1.408 2.933
H 1.825 3.579 1.627
H 0.535 1.790 1.621
H 0.577 3.358 5.238
H 2.462 3.779 3.288
C -3.466 0.594 1.173
N -2.877 -0.490 0.399
C -3.234 -1.829 0.481
C -2.453 -2.509 -0.401
N -1.619 -1.577 -0.994
C -1.859 -0.341 -0.489
S -1.102 1.144 -0.854
H -2.838 0.791 2.055
H -3.509 1.492 0.549
H -4.476 0.285 1.465
H -4.025 -2.159 1.131
H -2.410 -3.553 -0.657
H -0.968 -1.779 -1.753
```

***

<Q>
DFT (ωB97M-V/def2-TZVPD) results for a structure of composition C21H33Cl2N4O3RhS.

Spin multiplicity: 5
HOMO energy (spin up / spin down) (eV): -6.03 / -7.75
⟨S²⟩: 6.024

XYZ file:
```
65
C21H33Cl2N4O3RhS (ωB97M-V/def2-TZVPD)
O 0.324 1.779 -1.347
C -0.692 1.783 -2.076
C -0.478 2.173 -3.474
C 0.675 2.915 -3.797
H 1.230 3.403 -2.991
C 1.075 3.003 -5.129
H 1.989 3.544 -5.390
C 0.322 2.391 -6.142
H 0.682 2.424 -7.176
C -0.874 1.722 -5.827
H -1.484 1.270 -6.613
C -1.276 1.626 -4.501
H -2.200 1.121 -4.226
H -1.657 1.259 -1.871
C -2.264 3.230 0.183
C -2.406 1.911 -0.441
H -2.371 3.180 1.276
H -2.984 3.973 -0.184
H -1.268 3.641 -0.065
C -2.822 0.723 -0.010
C -3.801 0.377 1.080
H -2.406 -0.173 -0.490
H -4.807 0.752 0.855
H -3.496 0.729 2.073
H -3.830 -0.713 1.101
Rh 0.979 0.731 0.138
Cl 2.226 2.645 0.629
Cl -0.010 -1.022 -1.026
H 4.020 -0.156 -2.837
H 5.716 0.917 -1.555
C 3.317 -0.084 -1.996
C 5.142 0.856 -0.622
N 4.080 -0.122 -0.766
H 2.582 -0.891 -2.023
C 3.823 -0.996 0.241
O 2.903 -1.816 0.269
H 5.802 0.539 0.196
H 4.557 -0.889 1.066
H 2.788 0.877 -2.082
H 4.730 1.848 -0.383
H -1.372 -6.821 2.141
H -0.048 -6.707 0.032
C -1.837 -5.851 1.914
C -0.569 -5.767 -0.208
N -0.986 -5.093 1.012
H -1.977 -5.275 2.827
C -0.678 -3.797 1.269
O -1.064 -3.195 2.273
H 0.106 -5.099 -0.757
H -0.049 -3.306 0.498
H -2.811 -6.062 1.448
H -1.442 -6.013 -0.838
C -0.637 -0.769 4.801
N -0.476 0.609 4.342
C -0.900 1.750 5.010
C -0.555 2.816 4.244
N 0.066 2.311 3.106
C 0.113 0.953 3.169
S 0.834 -0.202 2.120
H -1.371 -1.309 4.191
H 0.317 -1.307 4.744
H -0.975 -0.729 5.839
H -1.381 1.669 5.964
H -0.684 3.864 4.419
H 0.537 2.850 2.371
```

***

Verdict on stability: <P> comes out on top.

***

<P>
DFT (ωB97M-V/def2-TZVPD) results for the ion C5H10N2 with charge +2.

Net charge: +2
Spin multiplicity: 1
HOMO energy (spin up / spin down) (eV): -17.99 / -18.62

XYZ file:
```
17
C5H10N2 (ωB97M-V/def2-TZVPD)
C -0.515 0.493 0.503
C -1.993 -0.618 -1.195
C 0.909 0.478 0.656
C 2.653 0.333 -0.929
C -2.039 -0.215 1.258
N 1.467 -0.143 -0.456
N -1.481 -0.217 -0.096
H -2.992 -1.051 -1.183
H -1.398 -0.514 -2.209
H 1.304 1.508 0.850
H 1.322 -0.070 1.478
H 2.764 0.367 -2.011
H 3.374 -0.709 -0.902
H 3.163 1.105 -0.373
H -1.211 -0.348 1.979
H -2.701 -1.082 1.147
H -2.628 0.681 1.483
```

***

<Q>
DFT (ωB97M-V/def2-TZVPD) results for the ion C5H10N2 with charge +2.

Net charge: +2
Spin multiplicity: 1
HOMO energy (spin up / spin down) (eV): -18.50 / -18.66

XYZ file:
```
17
C5H10N2 (ωB97M-V/def2-TZVPD)
C -1.098 0.624 0.680
C 0.529 0.479 -1.030
C 0.712 -1.464 0.297
C 0.778 -2.361 1.298
C -1.028 2.222 -0.969
N 1.119 -0.567 -0.503
N -0.545 1.046 -0.392
H -0.647 -0.235 1.136
H 0.961 0.907 -1.836
H -2.047 0.983 1.068
H 1.521 -2.197 2.122
H 1.209 -3.276 0.820
H -0.130 -2.808 1.484
H -0.310 2.351 -1.693
H -1.053 3.083 -0.262
H -2.021 2.026 -1.377
H 2.049 -0.811 -0.841
```

***

<R>
DFT (ωB97M-V/def2-TZVPD) results for a cluster of 2 separate species, C5H10N2 in total.

Net charge: +2
Spin multiplicity: 1
HOMO energy (eV): -20.61

XYZ file:
```
17
C5H10N2 (ωB97M-V/def2-TZVPD)
C -0.098 0.430 0.064
C -0.470 -2.461 -0.032
C -0.261 1.784 0.638
C -0.349 1.811 -2.059
C 0.999 -1.564 1.671
N -0.144 1.308 -0.809
N 0.119 -1.590 0.629
H -0.307 -3.600 -0.032
H -1.082 -2.216 -0.906
H -1.249 2.146 0.885
H 0.452 2.362 1.186
H -1.326 2.119 -2.365
H -0.079 1.177 -2.811
H 0.281 2.724 -1.936
H 0.528 -0.720 2.405
H 1.930 -1.138 1.341
H 1.055 -2.572 2.133
```

***

Verdict on stability: <Q> comes out on top.

***

<P>
DFT (ωB97M-V/def2-TZVPD) results for the molecule C6H15N3.

SMILES: [H]/N=C(\C)C(N)(N)CCC
Spin multiplicity: 1
HOMO energy (eV): -9.01

XYZ file:
```
24
C6H15N3 (ωB97M-V/def2-TZVPD)
H 0.847 -1.803 1.837
N 0.539 -0.852 1.645
C 1.056 -0.338 0.591
C 1.932 -1.053 -0.394
C 0.552 1.016 0.207
N 1.458 1.715 -0.676
N 0.255 1.803 1.383
C -0.832 0.724 -0.699
C -1.835 -0.167 -0.015
C -1.905 -1.575 -0.601
H 1.973 -2.122 -0.181
H 1.594 -0.889 -1.415
H 2.946 -0.650 -0.323
H 1.203 2.690 -0.771
H 2.412 1.703 -0.340
H 0.155 1.196 2.190
H -0.595 2.343 1.270
H -0.493 0.315 -1.650
H -1.213 1.731 -0.867
H -1.464 -0.292 1.062
H -2.827 0.289 -0.039
H -0.933 -2.054 -0.515
H -2.624 -2.178 -0.049
H -2.203 -1.553 -1.649
```

***

<Q>
DFT (ωB97M-V/def2-TZVPD) results for the molecule C6H15N3.

Spin multiplicity: 1
HOMO energy (spin up / spin down) (eV): -6.57 / -6.59

XYZ file:
```
24
C6H15N3 (ωB97M-V/def2-TZVPD)
C 0.127 1.440 -0.703
C 1.050 2.088 0.326
N 0.896 0.765 -1.702
N -0.984 0.637 -0.041
N -1.789 1.198 0.788
H -0.447 2.226 -1.213
H 0.317 0.324 -2.405
H 1.518 0.076 -1.300
H -1.303 1.924 1.330
H 0.508 2.755 0.996
H 1.561 1.333 0.920
H 1.797 2.684 -0.197
C -0.046 -1.030 0.825
C -1.190 -1.869 0.318
C -1.580 -0.832 -0.686
C 1.339 -1.569 0.630
H -0.212 -0.561 1.792
H -0.892 -2.821 -0.124
H -1.969 -2.069 1.051
H -1.186 -0.968 -1.685
H -2.637 -0.545 -0.692
H 2.111 -0.832 0.864
H 1.493 -1.931 -0.394
H 1.518 -2.422 1.300
```

***

Verdict on stability: <P> comes out on top.

***

<P>
DFT (ωB97M-V/def2-TZVPD) results for the molecule C3H3F2NO.

Spin multiplicity: 1
HOMO energy (spin up / spin down) (eV): -9.20 / -9.21

XYZ file:
```
10
C3H3F2NO (ωB97M-V/def2-TZVPD)
C 0.948 -0.272 -0.658
C -0.292 -0.427 0.107
C 0.887 -2.369 0.893
N 1.897 -1.053 -0.595
O -0.297 -1.773 0.822
F 0.886 -3.544 0.267
F 1.519 -2.407 2.048
H 0.967 0.547 -1.405
H -0.269 0.244 0.928
H -1.357 -0.333 -0.408
```

***

<Q>
DFT (ωB97M-V/def2-TZVPD) results for the molecule C3H3F2NO.

SMILES: N#C[C@@](O)(F)CF
Spin multiplicity: 1
HOMO energy (eV): -12.22

XYZ file:
```
10
C3H3F2NO (ωB97M-V/def2-TZVPD)
N 2.448 0.859 0.097
C 1.483 0.267 0.130
C 0.208 -0.372 -0.055
O -0.035 -0.624 -1.391
F 0.356 -1.596 0.636
C -0.849 0.601 0.485
F -2.083 0.243 0.086
H 0.020 -1.593 -1.532
H -0.551 1.472 0.045
H -0.997 0.745 1.500
```

***

Verdict on stability: <Q> comes out on top.

***

<P>
DFT (ωB97M-V/def2-TZVPD) results for a cluster of 2 separate species, C2H2F2P in total.

Net charge: +1
Spin multiplicity: 1
HOMO energy (eV): -17.16

XYZ file:
```
7
C2H2F2P (ωB97M-V/def2-TZVPD)
C -0.178 -0.716 -0.630
C -1.162 -0.456 -1.293
F 2.194 -0.297 -0.696
F 0.415 1.412 1.673
P 1.213 -0.860 0.369
H -0.285 1.277 2.239
H -2.197 -0.360 -1.661
```

***

<Q>
DFT (ωB97M-V/def2-TZVPD) results for the ion C2H2F2P with charge +1.

Net charge: +1
Spin multiplicity: 1
HOMO energy (eV): -17.37

XYZ file:
```
7
C2H2F2P (ωB97M-V/def2-TZVPD)
C -0.688 0.488 -0.504
C -1.240 -0.147 0.408
F 1.762 0.828 0.903
F 1.411 -1.648 -0.067
P 1.479 0.254 -0.513
H -1.023 0.781 -1.521
H -1.699 -0.556 1.295
```

***

Verdict on stability: <P> comes out on top.